No. 1
Here is a structure of composition C48H45IrN2P4S2 in a non-equilibrium geometry from OMol25. Energies are from ωB97M-V/def2-TZVPD.

```
102
C48H45IrN2P4S2 ωB97M-V/def2-TZVPD
Ir 0.80 -0.16 -0.77
S -2.01 1.51 -2.12
P -2.36 1.13 -0.21
C -1.26 0.08 0.64
P -1.58 -1.58 0.67
S -0.03 -2.55 -0.18
C -1.63 -2.17 2.42
C -1.55 -3.53 2.70
C -1.46 -3.97 4.01
C -1.44 -3.05 5.06
C -1.54 -1.70 4.79
C -1.64 -1.26 3.47
C -3.13 -2.29 0.03
C -3.17 -2.77 -1.27
C -4.34 -3.32 -1.77
C -5.48 -3.38 -0.99
C -5.45 -2.88 0.31
C -4.28 -2.33 0.82
C -2.30 2.74 0.69
C -1.67 2.86 1.92
C -1.57 4.09 2.55
C -2.10 5.22 1.96
C -2.74 5.11 0.72
C -2.84 3.88 0.10
C -4.14 0.72 -0.03
C -4.76 0.90 1.20
C -6.11 0.61 1.36
C -6.84 0.12 0.29
C -6.22 -0.08 -0.94
C -4.87 0.23 -1.10
H -1.55 -4.24 1.88
H -1.38 -5.03 4.22
H -1.35 -3.40 6.08
H -1.53 -0.98 5.60
H -1.73 -0.21 3.23
H -2.27 -2.73 -1.88
H -4.36 -3.71 -2.79
H -6.40 -3.81 -1.38
H -6.34 -2.92 0.93
H -4.26 -1.95 1.83
H -1.24 1.96 2.36
H -1.06 4.17 3.51
H -2.01 6.19 2.44
H -3.14 6.00 0.25
H -3.31 3.79 -0.87
H -4.19 1.29 2.04
H -6.59 0.77 2.32
H -7.90 -0.11 0.41
H -6.79 -0.46 -1.78
H -4.38 0.10 -2.05
C 1.27 1.04 2.88
P 1.85 -0.07 1.56
C 1.92 -1.65 2.48
C 3.63 0.29 1.38
C 4.37 1.01 2.30
C 5.72 1.26 2.09
C 6.34 0.78 0.94
C 5.60 0.06 0.01
C 4.25 -0.18 0.21
P 3.19 -1.06 -1.01
C 3.77 -2.78 -0.84
C 3.91 -0.63 -2.62
H 1.31 2.07 2.55
H 1.82 0.91 3.81
H 0.23 0.78 3.04
H 2.56 -1.55 3.36
H 2.30 -2.44 1.83
H 0.91 -1.93 2.77
H 3.90 1.40 3.20
H 6.29 1.83 2.81
H 7.39 0.97 0.77
H 6.10 -0.31 -0.87
H 4.85 -2.81 -0.99
H 3.28 -3.40 -1.60
H 3.52 -3.18 0.14
H 5.00 -0.51 -2.57
H 3.47 0.30 -2.97
H 3.67 -1.42 -3.33
N 1.55 1.64 -0.81
C 2.56 2.43 -1.15
C 3.28 3.17 -0.17
C 4.36 3.96 -0.51
C 4.77 4.11 -1.83
C 4.04 3.46 -2.82
C 2.96 2.64 -2.50
H 2.95 3.09 0.86
H 4.89 4.49 0.28
H 5.62 4.73 -2.08
H 4.31 3.59 -3.86
H 2.39 2.16 -3.28
N 1.78 -2.13 -7.92
C 1.56 -1.83 -6.83
C 1.28 -1.47 -5.47
C 1.03 -0.14 -5.12
C 0.77 0.20 -3.80
C 0.75 -0.75 -2.77
C 0.99 -2.08 -3.15
C 1.24 -2.44 -4.47
H 1.06 0.62 -5.89
H 0.54 1.23 -3.57
H 0.96 -2.87 -2.42
H 1.41 -3.48 -4.73
```

Computed properties:
**Energy relative to the best compared isomer or geometry (same formula, charge and spin)**: 172.9 kJ/mol
**2S+1**: 2
**E_tot**: -4231.8048 Ha
**Total charge**: -1
**Kohn-Sham gap (spin up / spin down)**: 5.9 / 5.8 eV


No. 2
Here is a structure of composition C25H22AlClNP in a non-equilibrium geometry from OMol25. Energies are from ωB97M-V/def2-TZVPD.

```
51
C25H22AlClNP ωB97M-V/def2-TZVPD
Al 0.18 -0.02 0.14
Cl 2.20 -0.43 0.11
P -0.02 -0.02 -2.42
C -0.67 1.53 -3.10
C -1.89 1.54 -3.81
C -2.34 2.73 -4.36
C -1.63 3.92 -4.13
C -0.48 3.93 -3.33
C -0.02 2.74 -2.78
C 1.64 -0.21 -3.15
C 2.35 -1.41 -2.86
C 3.63 -1.58 -3.38
C 4.21 -0.57 -4.16
C 3.53 0.63 -4.39
C 2.26 0.83 -3.86
C -0.98 -1.38 -3.13
C -1.55 -2.36 -2.29
C -2.36 -3.34 -2.88
C -2.54 -3.35 -4.27
C -1.93 -2.39 -5.09
C -1.13 -1.41 -4.53
H 1.92 -2.16 -2.19
H 4.15 -2.50 -3.19
H 5.19 -0.72 -4.60
H 3.96 1.43 -4.99
H 1.74 1.77 -4.04
H -2.43 0.60 -3.99
H -3.23 2.70 -4.97
H -2.01 4.85 -4.56
H 0.06 4.85 -3.16
H 0.90 2.73 -2.16
H -1.41 -2.31 -1.21
H -2.83 -4.08 -2.24
H -3.16 -4.13 -4.72
H -2.07 -2.39 -6.16
H -0.68 -0.61 -5.14
H -1.09 0.93 -0.05
H -1.37 -0.37 0.02
N 0.11 0.01 2.07
C 0.06 0.04 3.23
C 0.06 0.03 4.60
C -1.19 0.17 5.26
C -1.19 0.12 6.63
C 0.01 -0.07 7.33
C 1.24 -0.20 6.67
C 1.29 -0.14 5.29
H -2.09 0.33 4.63
H -2.13 0.22 7.13
H -0.02 -0.13 8.42
H 2.16 -0.33 7.19
H 2.21 -0.22 4.70
```

Computed properties:
**E_tot**: -2063.9622 Ha
**Total charge**: +2
**Kohn-Sham gap (spin up / spin down)**: 7.1 / 4.2 eV


No. 3
Here is a structure of composition C18H23Cl2F3NO7Ta in a non-equilibrium geometry from OMol25. Energies are from ωB97M-V/def2-TZVPD.

```
55
C18H23Cl2F3NO7Ta ωB97M-V/def2-TZVPD
Ta 0.10 0.07 0.25
C 1.61 3.24 0.47
C 2.36 2.52 -0.64
O 2.17 1.12 -0.37
C 3.33 0.26 -0.42
C 3.04 -0.84 0.57
O 1.71 -1.37 0.27
C 1.72 -2.50 -0.65
C 0.78 -2.20 -1.80
O 0.72 -0.76 -1.92
C -0.27 -0.40 -2.90
C -0.41 1.08 -2.81
O -0.57 1.44 -1.41
C -0.91 2.85 -1.32
C -0.82 3.24 0.13
O 0.34 2.61 0.67
H 1.49 4.30 0.24
H 2.15 3.15 1.41
H 3.41 2.77 -0.61
H 1.98 2.73 -1.63
H 4.22 0.81 -0.12
H 3.46 -0.11 -1.44
H 2.99 -0.45 1.59
H 3.76 -1.65 0.53
H 1.41 -3.39 -0.10
H 2.74 -2.63 -0.99
H -0.23 -2.57 -1.61
H 1.15 -2.62 -2.73
H -1.21 -0.90 -2.65
H 0.06 -0.70 -3.89
H -1.28 1.42 -3.37
H 0.48 1.60 -3.18
H -1.91 3.00 -1.72
H -0.19 3.40 -1.94
H -1.66 2.85 0.70
H -0.78 4.32 0.25
Cl -3.68 -1.27 -1.79
C -3.36 -2.22 -0.37
C -4.27 -3.18 0.04
C -4.01 -3.91 1.18
C -2.85 -3.71 1.92
C -1.96 -2.74 1.50
Cl -0.50 -2.47 2.40
C -2.19 -1.98 0.35
N -1.26 -1.02 -0.01
H -5.17 -3.34 -0.54
H -4.72 -4.66 1.50
H -2.65 -4.28 2.81
F -1.33 1.60 4.49
C -0.08 1.56 4.05
F 0.68 0.90 4.90
F 0.38 2.81 3.92
C -0.02 0.91 2.66
O 1.07 0.46 2.21
O -1.03 0.84 1.92
```

Computed properties:
**Energy relative to the best compared isomer or geometry (same formula, charge and spin)**: 0.0 kJ/mol
**E_tot**: -2557.6675 Ha
**Total charge**: +2
**Kohn-Sham gap**: 7.8 eV


No. 4
Here is an isolated molecule of C4H6O2 from OMol25. Energies are from ωB97M-V/def2-TZVPD.

```
12
C4H6O2 ωB97M-V/def2-TZVPD
O -1.61 1.20 -0.93
C -0.55 1.64 -0.54
C 0.45 0.82 0.22
C -0.14 -0.51 0.60
C 0.12 -1.70 -0.18
O 0.82 -1.47 1.03
H -0.26 2.69 -0.71
H 0.83 1.40 1.08
H 1.33 0.66 -0.43
H -1.10 -0.54 1.09
H -0.57 -2.54 -0.13
H 0.68 -1.64 -1.10
```

Computed properties:
**SMILES**: O=CC[C@H]1CO1
**Energy relative to the best compared isomer or geometry (same formula, charge and spin)**: 194.4 kJ/mol
**E_tot**: -306.4322 Ha
**Kohn-Sham gap**: 11.0 eV